202
Properties=species:S:1:pos:R:3:mulliken_charge:R:1 method="wB97M-V/def2-TZVPD" energy_ev=-151791.997 max_force_ha_per_bohr=0.0999 de_lowest_ev=0.000 charge=+6
As 3.44 -0.14 2.25 1.992
F 2.05 -1.18 2.84 -0.505
F 3.46 0.85 3.80 -0.513
F 4.82 0.83 1.50 -0.498
F 3.43 -1.16 0.77 -0.486
F 2.22 1.03 1.57 -0.499
F 4.66 -1.30 2.97 -0.492
C -8.64 8.06 0.04 -1.148
C -8.10 6.91 1.04 -0.368
N -8.95 5.64 0.95 0.379
C -9.36 5.28 -0.57 -1.178
C -8.10 4.50 1.46 -0.561
C -6.82 4.06 0.68 -1.234
C -10.26 5.76 1.80 -0.718
C -11.29 4.59 1.77 -0.619
O -11.85 4.35 0.45 -0.286
C -12.66 3.21 0.36 -0.792
H -9.55 8.53 0.40 0.357
H -8.81 7.71 -0.97 0.326
H -7.82 8.78 -0.06 0.428
H -7.90 7.18 2.08 0.353
H -7.24 6.47 0.53 0.339
H -9.27 4.20 -0.62 0.379
H -8.63 5.70 -1.26 0.454
H -10.39 5.62 -0.69 0.389
H -8.75 3.65 1.68 0.400
H -7.91 4.70 2.52 0.463
H -6.01 4.76 0.86 0.378
H -6.96 4.01 -0.40 0.282
H -6.48 3.06 0.94 0.423
H -10.75 6.64 1.37 0.370
H -9.89 5.92 2.81 0.332
H -12.17 4.91 2.33 0.520
H -10.85 3.69 2.20 0.422
H -12.19 2.23 0.48 0.320
H -13.05 3.13 -0.65 0.279
H -13.46 3.27 1.10 0.310
C -1.42 9.13 -12.24 -1.250
C -0.06 8.67 -11.62 -0.391
N 0.34 7.15 -11.70 0.174
C -0.62 6.22 -10.98 -1.040
C 0.40 6.77 -13.21 -0.640
C 1.42 7.47 -14.14 -1.098
C 1.75 6.90 -11.10 -0.687
C 1.77 6.80 -9.45 -0.783
O 1.28 5.61 -8.92 -0.327
C 1.22 5.67 -7.52 -0.870
H -2.27 8.57 -11.85 0.330
H -1.51 8.96 -13.31 0.313
H -1.65 10.18 -12.04 0.412
H -0.13 8.84 -10.55 0.383
H 0.77 9.31 -11.91 0.461
H -0.81 6.53 -9.96 0.324
H -0.21 5.24 -11.23 0.433
H -1.56 6.20 -11.53 0.458
H -0.59 6.99 -13.60 0.437
H 0.40 5.69 -13.41 0.510
H 1.32 6.98 -15.11 0.423
H 2.44 7.33 -13.79 0.285
H 1.18 8.53 -14.25 0.295
H 2.48 7.64 -11.42 0.475
H 2.12 5.93 -11.43 0.423
H 1.27 7.61 -8.94 0.406
H 2.79 7.10 -9.22 0.540
H 0.74 4.82 -7.03 0.303
H 0.64 6.43 -6.99 0.346
H 2.24 5.65 -7.12 0.355
C -4.30 -1.49 12.67 -1.409
C -4.33 -2.31 11.34 -0.460
C -4.22 -1.44 10.10 -0.708
N -4.68 -2.22 8.94 0.265
C -4.27 -1.43 7.61 -1.103
C -6.21 -2.21 8.77 -0.608
C -6.65 -3.57 8.17 -0.436
C -5.35 -4.33 7.76 -0.784
C -4.36 -3.72 8.77 -0.490
H -4.96 -0.62 12.64 0.356
H -3.31 -1.07 12.81 0.355
H -4.65 -2.11 13.50 0.362
H -5.20 -2.97 11.29 0.467
H -3.40 -2.87 11.36 0.347
H -3.15 -1.28 10.02 0.411
H -4.75 -0.49 10.14 0.428
H -4.66 -0.41 7.70 0.402
H -4.72 -1.96 6.77 0.419
H -3.20 -1.39 7.77 0.391
H -6.54 -1.41 8.11 0.338
H -6.63 -2.15 9.77 0.319
H -7.23 -3.24 7.31 0.301
H -7.21 -4.32 8.73 0.363
H -5.19 -4.18 6.69 0.293
H -5.46 -5.38 8.02 0.371
H -3.30 -3.74 8.52 0.385
H -4.54 -4.19 9.74 0.426
C 10.35 -3.71 -11.17 -1.320
C 9.16 -2.94 -10.40 -0.163
C 9.57 -2.93 -8.96 -0.842
N 8.59 -2.20 -8.05 0.206
C 7.31 -3.03 -7.76 -0.958
C 8.12 -0.79 -8.61 -0.634
C 7.90 0.11 -7.43 -0.499
C 8.42 -0.59 -6.17 -0.648
C 9.25 -1.79 -6.66 -0.651
H 10.76 -4.63 -10.75 0.372
H 11.25 -3.10 -11.08 0.376
H 10.09 -3.90 -12.21 0.355
H 8.16 -3.37 -10.52 0.345
H 9.20 -1.95 -10.86 0.286
H 10.47 -2.31 -8.87 0.335
H 9.81 -3.92 -8.57 0.436
H 6.67 -2.50 -7.06 0.401
H 7.52 -3.99 -7.30 0.334
H 6.85 -3.22 -8.73 0.370
H 7.23 -0.90 -9.23 0.346
H 9.04 -0.44 -9.09 0.391
H 6.81 0.13 -7.38 0.228
H 8.40 1.08 -7.45 0.417
H 7.66 -1.02 -5.52 0.339
H 8.90 0.21 -5.60 0.364
H 9.26 -2.58 -5.91 0.411
H 10.31 -1.61 -6.81 0.401
C 9.25 -8.18 4.45 -1.417
C 8.27 -8.55 5.62 -0.124
C 6.97 -9.12 5.12 -0.683
N 5.93 -9.38 6.17 0.236
C 5.48 -8.01 6.77 -1.051
C 4.79 -10.23 5.75 -0.701
C 4.02 -10.64 7.03 -0.697
C 5.13 -10.70 8.16 -0.588
C 6.35 -10.32 7.33 -0.649
H 9.66 -9.15 4.16 0.348
H 10.16 -7.63 4.70 0.385
H 8.71 -7.63 3.68 0.361
H 8.19 -7.53 5.97 0.266
H 8.86 -9.13 6.33 0.315
H 7.13 -10.08 4.63 0.313
H 6.50 -8.46 4.38 0.370
H 4.63 -8.10 7.44 0.432
H 5.16 -7.23 6.07 0.367
H 6.20 -7.63 7.49 0.380
H 4.27 -9.62 5.00 0.458
H 5.27 -11.05 5.23 0.454
H 3.34 -9.83 7.28 0.284
H 3.43 -11.56 7.01 0.450
H 4.91 -9.96 8.93 0.344
H 5.00 -11.70 8.57 0.316
H 7.22 -10.03 7.91 0.438
H 6.67 -11.13 6.68 0.396
C 2.21 3.81 9.36 -1.266
C 1.23 4.93 8.74 -0.358
C 2.00 6.06 8.05 -0.947
N 1.15 7.05 7.17 0.358
C -0.06 7.60 8.02 -0.857
C 0.74 6.51 5.77 -0.889
C 1.82 6.72 4.81 -0.413
C 2.62 7.77 5.36 -0.580
C 2.11 8.19 6.70 -0.714
H 2.40 3.16 8.51 0.356
H 1.74 3.20 10.13 0.362
H 3.15 4.09 9.83 0.346
H 0.56 5.39 9.48 0.408
H 0.51 4.49 8.06 0.283
H 2.84 5.62 7.51 0.440
H 2.51 6.62 8.83 0.429
H -0.88 7.05 7.58 0.390
H -0.21 8.66 7.81 0.300
H -0.01 7.50 9.11 0.336
H -0.12 7.12 5.49 0.546
H 0.35 5.50 5.91 0.397
H 1.23 6.83 3.90 0.306
H 2.44 5.83 4.80 0.307
H 2.71 8.71 4.81 0.370
H 3.67 7.55 5.13 0.365
H 1.53 9.11 6.65 0.423
H 2.90 8.44 7.41 0.301
C -5.12 -8.79 -3.28 -1.372
C -3.69 -8.16 -3.40 -0.312
C -3.60 -6.65 -2.93 -0.629
N -2.16 -5.91 -3.06 0.158
C -1.17 -6.53 -2.03 -1.094
C -1.39 -6.06 -4.39 -0.568
C -2.09 -4.88 -5.15 -0.512
C -2.11 -3.74 -4.13 -0.661
C -2.31 -4.37 -2.81 -0.429
H -5.54 -8.84 -2.27 0.361
H -5.05 -9.81 -3.65 0.365
H -5.93 -8.20 -3.71 0.373
H -3.20 -8.31 -4.36 0.282
H -3.05 -8.80 -2.78 0.292
H -4.00 -6.50 -1.92 0.346
H -4.21 -5.96 -3.51 0.464
H -0.15 -6.17 -2.22 0.434
H -1.24 -7.61 -2.15 0.395
H -1.56 -6.33 -1.03 0.393
H -0.33 -5.92 -4.20 0.408
H -1.58 -7.04 -4.84 0.311
H -1.49 -4.74 -6.05 0.426
H -3.15 -5.05 -5.34 0.269
H -1.16 -3.22 -4.02 0.301
H -2.85 -2.98 -4.39 0.356
H -1.43 -4.11 -2.22 0.368
H -3.34 -4.22 -2.49 0.277